(i)
The following is a DFT calculation (ωB97M-V/def2-TZVPD) of a 2-piece molecular cluster, C3H11N4O overall.

CARTESIAN COORDINATES (ANGSTROEM)
C  -1.5191  1.3482  -0.2123
C  -0.4955  1.8958  -0.8736
N  -0.3922  1.9971  -2.2343
N  -1.4207  1.2697  1.2577
H  -2.3496  0.8109  -0.6352
H  0.3279  2.3433  -0.3250
H  0.5556  2.0361  -2.5771
H  -0.9715  1.3504  -2.7491
H  -1.0818  0.3491  1.5678
H  -2.3114  1.4433  1.7355
H  -0.7669  1.9769  1.5901
N  1.1584  -1.7881  -0.8242
C  0.8525  -1.6954  0.5166
N  1.8265  -1.0337  1.2629
O  -0.1709  -2.1297  1.0042
H  2.1487  -1.8263  -1.0266
H  0.6341  -2.5153  -1.2854
H  2.2000  -0.2049  0.8228
H  1.5064  -0.8593  2.1988

## Properties
Orbital gap, eV: 9.86
Net charge: +1
HOMO, eV: -13.3
2S+1: 1


(ii)
The following is a DFT calculation (ωB97M-V/def2-TZVPD) of a 2-piece molecular cluster, C3H11N4O overall.

CARTESIAN COORDINATES (ANGSTROEM)
C  -0.7002  -1.1028  2.0991
N  0.4850  2.1739  0.9444
C  -0.2816  1.1033  1.1233
N  0.1522  0.0123  1.6857
H  -0.1915  -2.0330  1.8634
H  -1.6240  -1.1039  1.5240
H  -0.9172  -1.0192  3.1603
H  1.4632  2.0577  0.7327
H  0.0790  2.9075  0.3954
H  -1.3464  1.1475  0.9430
H  1.1487  -0.0265  1.8695
N  0.0099  -1.6825  -2.0674
C  0.6918  -0.5068  -1.8127
N  -0.0043  0.6461  -2.1918
O  1.7712  -0.4601  -1.2599
H  0.2762  -2.4369  -1.4537
H  -0.9941  -1.5776  -2.1148
H  0.6047  1.4082  -2.4610
H  -0.6226  0.4929  -2.9795

## Properties
Orbital gap, eV: 10.17
Net charge: +1
HOMO, eV: -13.7
2S+1: 1


In order of decreasing stability: (ii), (i).


(i)
The following is a DFT calculation (ωB97M-V/def2-TZVPD) of an isolated ion of composition C5H10NO and charge -1.

CARTESIAN COORDINATES (ANGSTROEM)
C  0.9709  -2.6419  -0.8795
N  0.9922  -1.7064  -1.7060
C  0.5106  -0.3615  -1.3584
C  0.3759  0.0599  0.1059
C  -0.6469  1.1989  0.2118
C  -0.9622  1.7114  1.6547
O  -1.6099  2.8691  1.6670
H  0.7272  -2.5849  0.1846
H  1.2856  -3.6521  -1.1649
H  1.0631  0.3427  -1.9689
H  -0.5098  -0.3493  -1.7366
H  -0.0564  -0.7893  0.6386
H  1.2873  0.4721  0.5275
H  -0.3445  2.0457  -0.3984
H  -1.6404  0.8961  -0.1514
H  0.0057  1.7054  2.2538
H  -1.4484  0.7841  2.1200

## Properties
Orbital gap, eV: 5.76
Net charge: -1
HOMO, eV: -2.2
Structure (SMILES): C=NCCCC[O-]
2S+1: 1


(ii)
The following is a DFT calculation (ωB97M-V/def2-TZVPD) of an isolated ion of composition C5H10NO and charge -1.

CARTESIAN COORDINATES (ANGSTROEM)
C  -2.6989  1.2805  -0.1173
N  -2.5295  0.1580  0.5408
C  -1.1486  -0.3679  0.8512
C  -0.1340  0.0550  -0.1758
C  1.1777  -0.7021  0.2075
C  2.4474  -0.4057  -0.6887
O  3.5379  -1.1513  -0.3557
H  -3.6829  1.5765  -0.4426
H  -1.8451  1.8189  -0.5873
H  -0.7436  -0.0555  1.7966
H  -1.2681  -1.4560  0.9081
H  -0.3789  -0.0207  -1.2326
H  0.0509  1.1236  0.0475
H  1.5528  -0.3271  1.1732
H  0.9653  -1.7613  0.3244
H  2.5952  0.6568  -0.4430
H  2.1025  -0.4217  -1.8062

## Properties
Orbital gap, eV: 5.72
Net charge: -1
HOMO, eV: -2.2
Structure (SMILES): C=NCCCC[O-]
2S+1: 1


In order of decreasing stability: (i), (ii).


(i)
The following is a DFT calculation (ωB97M-V/def2-TZVPD) of an isolated ion of composition C7H11N2 and charge +1.

CARTESIAN COORDINATES (ANGSTROEM)
C  -1.4725  -1.5617  0.4719
C  -0.2453  -0.8903  -0.0006
C  0.9675  -1.5085  -0.0696
N  2.1227  -0.9523  -0.4662
C  2.5141  0.2347  -0.2591
N  1.8147  1.1424  0.5474
C  0.5066  1.1714  0.5965
C  -0.2880  0.5623  -0.4993
C  -1.6717  1.1642  -0.6711
H  -1.8846  -1.0612  1.3473
H  -1.2679  -2.5949  0.7400
H  -2.2430  -1.5395  -0.2978
H  1.0488  -2.5744  0.1047
H  3.4913  0.5397  -0.6039
H  2.3666  1.6592  1.2317
H  0.0095  1.6154  1.4497
H  0.2739  0.6289  -1.4394
H  -2.2212  1.1928  0.2647
H  -2.2417  0.5925  -1.3970
H  -1.5796  2.1795  -1.0502

## Properties
Orbital gap, eV: 8.83
Net charge: +1
HOMO, eV: -13.6
Structure (SMILES): CC1=CN=C[NH+]=C[C@@H]1C
2S+1: 1


(ii)
The following is a DFT calculation (ωB97M-V/def2-TZVPD) of an isolated ion of composition C7H11N2 and charge +1.

CARTESIAN COORDINATES (ANGSTROEM)
C  1.4592  -0.9868  1.5669
C  0.9955  0.0123  0.6059
C  1.3007  1.2702  0.6047
N  0.8054  2.2770  -0.1778
C  0.1933  2.3539  -1.2840
N  -0.2165  1.3513  -2.2110
C  -0.2605  0.0757  -2.0337
C  0.0138  -0.5979  -0.5281
C  -1.5000  -0.5978  0.0440
H  0.9805  -0.7363  2.5740
H  2.4622  -0.8800  1.6876
H  1.1676  -1.9242  1.1562
H  2.0980  1.5449  1.2114
H  -0.0737  3.3574  -1.6684
H  -0.6620  1.6994  -3.0418
H  -0.5294  -0.4946  -2.9283
H  0.3939  -1.6131  -0.8034
H  -1.7879  0.4422  0.0592
H  -1.4124  -0.9361  1.0470
H  -2.3430  -0.8951  -0.6708

## Properties
Orbital gap (spin up / spin down), eV: 7.72 / 7.71
Net charge: +1
HOMO (spin up / spin down), eV: -13.2 / -13.2
Structure (SMILES): CC1=CN=C[NH+]=C[C@@H]1C
2S+1: 1


(iii)
The following is a DFT calculation (ωB97M-V/def2-TZVPD) of C7H11N2 as an isolated structure.

CARTESIAN COORDINATES (ANGSTROEM)
C  0.4011  0.8626  -0.2919
C  2.1753  -1.1847  -0.2522
C  3.0965  -0.2849  0.5966
C  1.5299  0.0945  -0.6464
C  -3.2244  0.1987  0.1749
C  -0.9801  0.8576  -0.5673
C  -1.8421  -0.2629  0.1498
N  2.5495  0.9366  0.0821
N  1.2912  1.0913  0.6617
H  2.7584  -1.6018  -1.1412
H  1.6065  -2.0974  -0.0490
H  3.0011  -0.3494  1.6468
H  4.1675  -0.2580  0.2462
H  -3.6800  -0.5730  0.6975
H  -3.6592  0.2696  -0.8465
H  -3.3671  1.1359  0.7652
H  -1.0820  0.9213  -1.7180
H  -1.4717  1.8137  -0.2525
H  -1.3787  -0.3930  1.0539
H  -1.8917  -1.1767  -0.3094

## Properties
Orbital gap, eV: 10.31
Net charge: +1
HOMO, eV: -15.2
2S+1: 1


In order of decreasing stability: (i), (ii), (iii).


(i)
The following is a DFT calculation (ωB97M-V/def2-TZVPD) of one molecule with the formula C21H23N3O3S.

CARTESIAN COORDINATES (ANGSTROEM)
C  -1.5110  2.3603  -0.3305
O  -0.3928  2.0649  0.5112
C  0.8602  1.8325  0.0171
C  1.0574  1.6100  -1.3346
C  2.2945  1.1283  -1.8971
C  3.2329  0.9862  -0.7845
C  4.6162  0.5550  -1.4225
C  4.5230  -1.0077  -1.4295
N  4.3936  -1.5766  -0.3556
C  2.9968  -1.6937  0.3075
N  1.9063  -1.5958  -0.5845
C  0.7074  -1.6043  0.4287
C  -0.3834  -1.4355  -0.3617
C  -0.5264  -1.2150  -1.7891
C  -1.7135  -1.1010  -2.2772
C  -2.9848  -0.9492  -1.4912
C  -2.8076  -0.8738  -0.2492
N  -4.0000  -0.9519  0.6103
C  -5.1918  -0.2962  0.3143
C  -6.1510  -0.4391  1.7515
O  -5.5726  -0.2087  -1.0118
C  -1.6183  -1.4982  0.3965
C  1.0552  -1.8754  1.6409
S  2.6895  -2.0596  2.0773
C  2.9107  1.0668  0.6802
C  1.7053  1.5258  0.8540
O  1.5726  1.5830  2.2432
C  0.4083  1.4044  2.9567
H  -1.2761  3.3144  -1.1423
H  -2.5720  2.6673  0.2307
H  -1.7596  1.5478  -1.0994
H  0.3634  1.6690  -2.0028
H  2.5401  1.1076  -2.7610
H  5.3241  0.7667  -0.4270
H  4.9421  0.8762  -2.1872
H  3.6496  -1.1269  -2.2792
H  5.6651  -1.3831  -1.9253
H  4.9628  -1.7793  0.4391
H  0.3378  -1.4544  -2.4382
H  -1.7671  -0.9236  -3.4025
H  -3.8680  -0.8237  -2.1015
H  -3.9271  -0.9892  1.8247
H  -7.1579  -0.1002  1.1865
H  -6.3315  -1.3178  2.0337
H  -5.6892  0.1663  2.3847
H  -1.6903  -1.4468  1.5051
H  0.3655  -1.9871  2.1406
H  3.7833  1.1168  1.2983
H  -0.2619  0.8093  2.5853
H  0.4855  1.3717  3.9175
H  -0.1954  2.1836  2.7496

## Properties
Orbital gap, eV: 7.61
Net charge: 0
HOMO, eV: -7.6
Structure (SMILES): COc1ccc(CCNc2nc(-c3cccc(NC(C)=O)c3)cs2)cc1OC
2S+1: 1


(ii)
The following is a DFT calculation (ωB97M-V/def2-TZVPD) of one molecule with the formula C21H23N3O3S.

CARTESIAN COORDINATES (ANGSTROEM)
C  -0.2661  -2.2946  -1.1328
C  0.0381  -2.1715  0.3515
O  1.2197  -1.4017  0.6012
C  2.3886  -2.0358  0.4958
O  2.5013  -3.1795  0.1390
C  3.5845  -1.1791  0.8820
C  4.3944  -0.8380  -0.3799
C  5.4864  0.1594  -0.0032
C  4.8461  1.4815  0.4593
N  3.4507  1.2790  0.8046
C  2.5185  1.9370  0.0790
O  2.8253  2.7811  -0.7504
C  1.0852  1.6097  0.2753
S  0.2875  1.4730  1.8457
C  -1.2047  1.1529  1.0504
N  -2.4179  0.8607  1.4197
C  -3.1180  0.7076  0.2463
C  -4.5297  0.3679  0.2668
C  -5.2557  0.1938  -0.9108
C  -6.5987  -0.1272  -0.8599
C  -7.2357  -0.2797  0.3609
C  -6.5208  -0.1092  1.5356
C  -5.1785  0.2120  1.4913
C  -2.2871  0.9139  -0.8365
N  -1.0575  1.1996  -0.3137
C  0.2102  1.4802  -0.7560
C  0.4822  1.5811  -2.2151
C  3.2461  0.1226  1.6410
H  0.5399  -2.8238  -1.6353
H  -1.1900  -2.8506  -1.2634
H  -0.3825  -1.3120  -1.5814
H  0.1745  -3.1663  0.7872
H  -0.7601  -1.6438  0.8783
H  4.2049  -1.8204  1.5167
H  4.8229  -1.7491  -0.7965
H  3.7394  -0.3950  -1.1340
H  6.1358  0.3437  -0.8584
H  6.0969  -0.2683  0.7938
H  5.3727  1.8845  1.3303
H  4.8688  2.2281  -0.3361
H  -4.7693  0.3107  -1.8675
H  -7.1534  -0.2590  -1.7778
H  -8.2858  -0.5300  0.3952
H  -7.0145  -0.2270  2.4893
H  -4.6061  0.3502  2.3948
H  -2.4684  0.8831  -1.8897
H  0.4276  0.6005  -2.6901
H  1.4676  2.0063  -2.3756
H  -0.2608  2.2276  -2.6806
H  3.9182  0.2262  2.4986
H  2.2273  0.0881  2.0150

## Properties
Orbital gap, eV: 8.56
Net charge: 0
HOMO, eV: -8.1
Structure (SMILES): CCOC(=O)[C@H]1CCCN(C(=O)c2sc3nc(-c4ccccc4)cn3c2C)C1
2S+1: 1


In order of decreasing stability: (ii), (i).


(i)
The following is a DFT calculation (ωB97M-V/def2-TZVPD) of one molecule with the formula C2H2S2.

CARTESIAN COORDINATES (ANGSTROEM)
S  -1.6923  0.2373  -1.2624
C  -0.2870  -0.2625  -0.7090
C  0.1370  -0.0345  0.7352
S  1.7752  -0.0876  1.2739
H  0.7088  -0.5758  -1.3051
H  -0.6416  0.7231  1.2673

## Properties
Orbital gap, eV: 7.18
Net charge: 0
HOMO, eV: -9.4
Structure (SMILES): S=CC=S
2S+1: 1


(ii)
The following is a DFT calculation (ωB97M-V/def2-TZVPD) of C2H2S2 as an isolated structure.

CARTESIAN COORDINATES (ANGSTROEM)
C  0.1545  -0.0962  -0.7932
C  -0.0085  -0.1225  0.6410
S  0.5967  -1.7002  0.0022
S  1.1852  1.0490  0.1515
H  -0.4019  0.2990  -1.6942
H  -1.5261  0.5709  1.6928

## Properties
Orbital gap (spin up / spin down), eV: 7.43 / 7.45
Net charge: 0
HOMO (spin up / spin down), eV: -8.9 / -8.9
2S+1: 1


In order of decreasing stability: (i), (ii).